[1]
{
  "formula": "C33H31HfN6S2",
  "method": "ωB97M-V/def2-TZVPD",
  "charge": 1,
  "homo_lumo_gap_ev": 5.42,
  "lumo_ha": -0.163,
  "homo_ha": -0.3623,
  "species": ["C", "H", "N", "H", "Hf", "H", "H", "C", "H", "H", "H", "H", "H", "C", "C", "C", "C", "N", "H", "H", "C", "C", "H", "N", "C", "H", "H", "C", "H", "H", "C", "N", "H", "H", "C", "C", "H", "H", "C", "C", "C", "C", "H", "H", "C", "C", "H", "C", "C", "S", "C", "C", "C", "H", "H", "H", "H", "C", "C", "H", "H", "C", "H", "C", "C", "H", "C", "S", "C", "N", "C", "C", "N"],
  "coordinates": [[3.429, -1.543, -3.884], [-2.492, -2.194, -2.165], [-1.577, 0.791, 0.305], [-1.447, -0.559, -1.302], [0.730, 1.017, 0.404], [1.187, -3.958, -3.001], [-0.874, -1.967, 0.487], [1.111, -1.905, -2.262], [3.430, 0.479, -3.269], [2.525, -1.907, 1.173], [-0.264, -1.619, 3.997], [1.292, -2.993, 1.869], [3.673, 1.360, 4.018], [1.174, -0.552, 2.806], [1.371, 2.821, -1.904], [2.764, -2.819, -3.816], [2.816, 0.700, 4.013], [0.649, -1.015, 1.502], [-1.085, -2.057, 2.225], [-2.806, -0.679, 1.209], [-0.802, -1.391, 1.407], [-2.214, 4.009, 2.086], [0.699, -0.875, 6.131], [0.951, 2.969, -0.626], [1.436, 5.201, -2.215], [-4.867, 4.045, -0.011], [-3.094, 0.020, -0.956], [1.772, -0.590, -2.383], [4.338, -1.455, -4.464], [-3.854, 1.940, -0.721], [-3.383, 2.507, 0.067], [1.240, 0.515, -1.829], [1.954, 3.774, -3.734], [0.482, 4.285, 0.899], [0.788, 4.237, -0.135], [2.249, 0.282, 5.204], [-1.749, 4.594, 2.868], [-3.931, -4.191, -1.937], [2.294, 0.289, 2.788], [1.682, -2.999, -3.042], [-3.961, 3.704, 0.470], [-2.041, 0.304, -1.014], [2.675, 0.614, 6.141], [-0.570, -6.448, -0.560], [-2.080, -3.126, -1.802], [-2.347, -5.446, -1.221], [3.154, -3.645, -4.396], [1.620, 3.952, -2.723], [0.603, -0.974, 3.995], [3.035, 0.901, 1.274], [1.478, -2.200, 1.142], [-0.998, -5.517, -0.907], [-3.382, 4.448, 1.484], [-2.977, -6.319, -1.120], [-1.911, 1.095, -1.752], [1.621, 6.071, -2.831], [-1.827, 0.283, 2.329], [2.937, -0.479, -3.224], [-0.722, -3.195, -1.493], [-3.833, 5.378, 1.801], [0.871, -4.477, -0.817], [-1.817, -0.245, 1.379], [1.215, -2.527, 0.145], [1.142, -0.552, 5.199], [-1.614, 2.819, 1.686], [0.872, 6.325, -0.434], [1.012, 5.351, -0.878], [-0.095, 2.294, 2.420], [-2.222, 2.062, 0.680], [0.026, -1.993, -1.568], [-0.185, -4.401, -1.044], [-2.882, -4.249, -1.677], [1.603, 1.627, -2.486]],
  "atomic_forces_ev_per_a": [[-0.0193, 0.0705, 0.0288], [-0.0133, -0.0749, -0.0243], [-0.1459, -0.1196, 0.2108], [0.0274, 0.0845, 0.0076], [0.7375, 0.4453, 0.3423], [0.0330, 0.0490, -0.0750], [-0.0602, 0.0694, 0.1637], [0.0757, 0.0214, 0.0128], [-0.0024, 0.0228, 0.0057], [0.0112, -0.0390, 0.0013], [0.0052, -0.0220, -0.0020], [0.0163, -0.0169, -0.0061], [-0.0011, 0.0038, -0.0044], [-0.3302, -0.1970, -0.2199], [0.1082, 0.2605, -0.3512], [0.0221, 0.0171, 0.0043], [0.0448, 0.0461, -0.0748], [-0.2013, 0.0753, 0.1073], [0.0005, -0.0327, -0.0203], [0.0048, -0.0435, 0.0528], [0.0415, -0.1229, 0.0464], [-0.0029, 0.0208, 0.0229], [-0.0062, -0.0034, -0.0003], [-0.1010, -0.1794, -0.1880], [-0.0130, 0.0346, 0.0317], [-0.0006, 0.0010, -0.0056], [-0.0051, 0.0009, -0.0761], [-0.1522, 0.0642, 0.1204], [0.0025, 0.0228, 0.0105], [-0.0080, -0.0021, -0.0141], [-0.0327, 0.0329, 0.1009], [0.3496, 0.4535, -0.2794], [0.0052, -0.0029, -0.0040], [0.0030, 0.0670, -0.0114], [-0.0352, -0.1809, 0.0456], [0.0339, 0.0221, 0.0321], [0.0195, -0.0103, 0.0010], [-0.0013, 0.0072, -0.0050], [-0.0532, -0.0527, 0.1023], [-0.0865, 0.0636, 0.0199], [0.0038, -0.0153, -0.0026], [-0.0190, -0.0508, 0.1196], [-0.0005, 0.0003, 0.0031], [0.0001, -0.0021, 0.0033], [-0.0389, -0.0572, 0.0241], [-0.0101, -0.0143, -0.0093], [-0.0051, -0.0088, 0.0049], [-0.0268, -0.0882, 0.1061], [0.1030, 0.1261, 0.0348], [-0.2762, -0.2646, 0.0475], [0.0128, 0.0834, -0.0020], [0.0043, 0.0048, 0.0052], [-0.0220, -0.0074, -0.0272], [0.0039, -0.0037, 0.0062], [-0.0179, -0.0068, -0.0204], [-0.0040, 0.0107, 0.0109], [-0.0138, -0.0334, 0.0157], [0.0087, -0.0643, -0.0703], [0.1699, 0.0899, -0.0648], [0.0001, 0.0021, 0.0089], [-0.0160, 0.0248, 0.0635], [0.0073, 0.1145, 0.0540], [0.0713, -0.0302, 0.1269], [-0.0558, -0.0287, 0.0075], [-0.0234, 0.0054, -0.0631], [0.0049, 0.0080, -0.0133], [0.0003, 0.0426, -0.0107], [0.0203, -0.0834, -0.2746], [0.1178, -0.1548, 0.0076], [-0.1401, -0.0182, -0.2888], [-0.0667, -0.0804, 0.0522], [-0.0163, 0.0051, 0.0031], [-0.0460, -0.3609, 0.0324]]
}

***

[2]
{
  "formula": "C33H31N2O3",
  "method": "ωB97M-V/def2-TZVPD",
  "charge": 1,
  "homo_lumo_gap_ev": 4.14,
  "lumo_ha": -0.196,
  "homo_ha": -0.3483,
  "species": ["H", "H", "N", "H", "H", "H", "C", "C", "H", "C", "H", "C", "C", "C", "C", "O", "O", "H", "H", "H", "H", "C", "H", "C", "O", "H", "H", "C", "H", "H", "C", "C", "C", "H", "C", "H", "C", "C", "H", "C", "H", "C", "C", "H", "C", "C", "C", "H", "C", "H", "H", "C", "H", "C", "C", "C", "H", "C", "C", "H", "N", "C", "C", "H", "C", "H", "H", "H", "C"],
  "coordinates": [[-0.886, 1.121, -2.694], [0.733, -1.852, -0.851], [-2.314, 1.974, 2.425], [-1.475, -1.739, 7.600], [1.262, 2.106, -2.492], [5.154, -2.682, -2.040], [1.688, 1.179, -2.103], [-1.020, -2.249, -2.679], [-4.606, -4.289, -4.001], [-0.553, 0.160, -2.280], [-2.896, -0.539, 3.122], [-1.918, -3.286, -2.859], [-1.318, 2.873, 2.095], [0.813, 0.077, -1.864], [6.557, 0.348, -2.841], [4.956, -0.184, -1.125], [-2.508, 0.081, 7.645], [-4.848, -1.582, -2.594], [-1.945, 3.393, 4.658], [3.721, 1.898, -2.221], [-4.005, 0.913, 1.794], [3.053, 1.092, -1.910], [6.558, 1.374, -2.471], [5.773, -0.610, -2.186], [1.160, 3.932, 1.472], [-3.744, 1.606, -0.588], [-5.101, -4.172, -2.302], [-2.279, 1.869, 6.121], [-1.037, 1.485, -0.681], [-1.559, -4.300, -3.047], [7.253, -1.367, -4.402], [5.754, -1.952, -2.588], [-2.973, 1.837, 0.144], [7.857, 0.719, -4.506], [-2.662, -0.392, 5.249], [-2.180, 2.526, 6.979], [-0.939, 3.055, 0.805], [-2.888, -0.710, -2.398], [1.449, 4.609, -0.872], [-1.473, -0.924, -2.418], [-3.701, -5.159, -2.754], [-4.233, -4.228, -2.969], [3.581, -0.074, -1.329], [3.196, -2.035, -0.540], [2.743, -1.134, -0.958], [-2.180, 2.346, 4.828], [6.502, -2.321, -3.711], [-1.781, 3.011, -1.176], [-3.771, -1.760, -2.596], [-0.797, 3.290, 2.954], [-3.266, 0.298, -2.215], [-1.659, 2.352, -0.307], [6.492, -3.362, -4.043], [-2.430, 1.486, 3.748], [0.358, 3.731, 0.569], [1.382, -1.041, -1.183], [-3.266, -1.874, 7.417], [-2.701, 0.126, 3.964], [7.275, -0.037, -3.975], [7.838, -1.661, -5.273], [0.627, 4.027, -0.769], [-3.161, 1.512, 1.446], [-2.490, 0.488, 6.349], [-0.152, 4.329, -1.344], [-2.448, -1.336, 7.914], [-2.555, -1.398, 8.997], [0.051, -2.437, -2.748], [-2.772, -1.468, 5.401], [-3.300, -3.071, -2.792]],
  "atomic_forces_ev_per_a": [[0.1545, -0.2824, 0.3932], [0.2263, 0.2266, -0.0773], [0.1082, 0.3664, -0.0451], [-0.2559, 0.0579, 0.0508], [0.1565, -0.3241, -0.0056], [0.2084, 0.2548, -0.1940], [-0.1639, 0.0803, -0.5163], [-0.0006, 0.1318, 0.3078], [0.0871, 0.0897, 0.2026], [0.7113, -0.0601, -0.2328], [0.2099, 0.1858, 0.2087], [0.1228, 0.0917, 0.1102], [0.1774, -0.9018, -0.4339], [0.1296, 0.2163, 0.4078], [-0.4680, -0.4072, 0.0592], [-1.1776, 0.0717, 0.3250], [0.0487, -0.3965, -0.2055], [0.3374, 0.0107, 0.0908], [-0.1839, -0.1455, 0.0511], [-0.2382, -0.2482, 0.2904], [0.1359, 0.4850, -0.0888], [-0.0990, -0.0942, 0.1573], [0.0170, -0.2964, -0.1527], [-0.0898, -0.0604, -0.7600], [-0.3744, -0.0023, -0.9771], [0.1431, -0.0485, 0.2776], [0.1713, 0.1106, -0.1546], [-0.0152, -0.9286, 0.1287], [-0.2650, 0.5065, 0.2313], [-0.0047, 0.3220, 0.0186], [-0.0283, 0.0575, 0.0544], [0.0462, 0.4773, -0.0822], [-0.5063, -0.7486, 0.9701], [-0.1282, -0.3366, 0.1235], [-0.1259, 0.4576, 0.9170], [0.1004, -0.0997, -0.1242], [-0.0028, -0.0464, 0.8146], [0.3854, 0.0824, -0.3219], [-0.0646, -0.0161, 0.0179], [-0.5022, -0.5853, -0.0290], [-0.1499, 0.0806, -0.0824], [-0.1035, -0.2502, 0.0379], [1.1647, -0.1503, -0.6763], [-0.2522, 0.4030, 0.0769], [-0.1202, -0.0450, 0.0510], [-0.4372, -0.3991, -0.0865], [0.0164, 0.1626, 0.1624], [0.0162, -0.0862, -0.0143], [0.1385, 0.0985, 0.1781], [0.1407, -0.0046, -0.5359], [0.1105, -0.3450, -0.1386], [0.2874, 0.1215, -0.4680], [0.0395, 0.3454, 0.0998], [0.1803, -0.3000, 0.7021], [0.0275, 0.2768, 0.5140], [-0.0738, -0.2835, -0.1974], [0.1569, 0.1150, 0.1953], [0.3293, 0.6016, -0.1327], [0.0550, -0.0639, 0.2914], [-0.2017, 0.0621, 0.2108], [0.1797, 0.2260, 0.2883], [-0.3998, 0.1832, -1.2646], [0.0722, -0.1942, -0.6462], [0.1358, -0.1062, 0.2202], [-0.0330, 0.6823, -0.1020], [0.0372, -0.1726, -0.1755], [-0.3615, 0.0056, -0.1686], [-0.0580, 0.4792, -0.0548], [0.1198, 0.3036, -0.0919]]
}

***

[3]
{
  "formula": "C33H31NO4",
  "method": "ωB97M-V/def2-TZVPD",
  "charge": 0,
  "homo_lumo_gap_ev": 2.75,
  "lumo_ha": -0.084,
  "homo_ha": -0.1850,
  "species": ["C", "H", "C", "C", "H", "H", "C", "C", "H", "H", "H", "H", "C", "C", "C", "C", "C", "C", "H", "H", "C", "H", "H", "H", "C", "C", "H", "O", "H", "C", "C", "C", "C", "H", "C", "C", "H", "O", "H", "C", "C", "H", "C", "C", "H", "C", "H", "N", "C", "C", "H", "O", "C", "H", "C", "H", "C", "C", "H", "H", "C", "H", "C", "H", "H", "H", "H", "O", "H"],
  "coordinates": [[-1.747, -3.309, 7.604], [-0.108, 1.212, 4.546], [0.365, -4.482, 7.769], [1.564, -1.015, 3.926], [2.424, -2.912, 4.469], [-3.444, -4.308, 8.417], [-0.972, -0.718, 4.096], [-1.667, -5.484, 8.607], [0.242, -6.407, 8.726], [2.401, 1.584, 7.292], [-2.172, -6.299, 9.100], [3.414, 1.696, 3.060], [2.641, -1.905, 4.156], [1.936, -6.832, 6.744], [-2.388, -4.368, 8.218], [-4.793, -1.125, 3.655], [2.199, -0.867, 7.667], [-2.206, -1.392, 3.906], [-5.102, -1.862, 4.406], [-2.212, -2.454, 3.748], [-0.396, -3.370, 7.378], [4.746, -2.168, 4.275], [-2.214, 2.439, 4.480], [4.415, -4.638, 7.373], [0.233, -1.470, 4.093], [3.940, -1.491, 4.053], [-6.312, 0.169, 4.584], [5.600, 0.212, 3.715], [0.211, 3.021, 7.007], [1.805, -4.467, 7.556], [3.197, 0.700, 3.400], [3.940, -5.562, 7.093], [1.897, 0.287, 3.486], [4.665, -8.656, 5.989], [-3.383, -0.690, 3.884], [4.259, -0.164, 3.716], [-2.295, -2.426, 7.314], [1.363, 0.090, 8.188], [1.120, 0.950, 3.152], [2.545, -5.636, 7.154], [5.825, 1.603, 3.771], [5.553, 2.062, 2.822], [-3.398, 0.709, 4.072], [2.696, -7.901, 6.336], [-6.157, 0.416, 2.840], [1.369, 1.211, 7.341], [2.212, -8.812, 6.026], [2.460, -3.271, 7.578], [4.692, -6.636, 6.689], [-2.193, 1.379, 4.299], [1.126, 0.830, 6.340], [2.975, -0.645, 6.748], [0.387, 2.275, 7.785], [5.765, -6.557, 6.663], [-1.015, 0.685, 4.311], [6.884, 1.788, 3.956], [2.027, -2.206, 8.197], [4.075, -7.814, 6.315], [-0.570, 1.812, 8.033], [1.289, -2.321, 8.970], [-5.594, 0.187, 3.755], [0.100, -2.552, 6.885], [-0.311, -5.549, 8.384], [0.746, 2.784, 8.681], [-4.891, -1.593, 2.670], [5.241, 2.036, 4.584], [0.123, -2.532, 4.234], [-4.672, 1.255, 3.999], [0.864, -6.906, 6.717]],
  "atomic_forces_ev_per_a": [[-0.1888, 0.0023, -0.0750], [-0.0117, 0.0795, 0.1153], [-0.6009, -0.1817, 0.5532], [-0.6271, -0.1219, -0.1069], [0.0159, -0.2270, 0.1165], [-0.2237, -0.0443, 0.0465], [-0.3234, 0.3908, 0.0307], [-0.2861, -0.0084, -0.0217], [0.1117, -0.1119, 0.0719], [-0.3093, 0.1866, -0.1168], [-0.0548, -0.1350, 0.0812], [-0.0475, 0.2381, -0.0874], [-0.0610, 0.2726, 0.0941], [-0.1228, 0.3943, 0.1028], [-0.3097, 0.0008, 0.1580], [-0.2261, -0.5804, -0.1287], [1.1757, -1.3305, -0.1710], [0.1067, 0.4617, 0.0763], [-0.0584, 0.1420, -0.1618], [0.0533, -0.3660, -0.0060], [0.3019, -0.2488, -0.2538], [0.1481, -0.1284, 0.0818], [0.0728, 0.2867, 0.0604], [0.0710, 0.1793, 0.1048], [0.8165, 0.2621, 0.0623], [0.7075, 0.3679, -0.2182], [0.1801, 0.0105, -0.1167], [-1.6842, -0.9213, 0.0831], [0.1667, -0.1108, -0.0127], [0.6663, 2.3085, 0.2781], [0.5160, 0.2275, -0.0459], [-0.0250, 0.1559, 0.2076], [0.1448, -0.1451, 0.0179], [0.0929, -0.1514, -0.0197], [-0.1230, 1.1105, 0.1074], [0.6212, -0.3340, 0.2954], [-0.1331, 0.1061, -0.0883], [0.1906, -0.8790, 0.3388], [0.0048, 0.1196, -0.0971], [0.2482, -0.1778, -0.4017], [0.0668, 0.3578, -0.0244], [0.0045, 0.2123, -0.0583], [-0.2389, -0.7032, -0.2078], [0.1360, -0.2569, -0.0669], [0.2589, -0.0341, 0.1832], [0.2594, 0.8293, -0.9274], [-0.1124, -0.1710, -0.0756], [0.2933, -1.5899, -0.8640], [0.1532, -0.0935, -0.0928], [-1.2764, 0.5820, -0.0254], [0.0267, 0.3534, 0.0391], [-0.2122, 0.5723, -0.0581], [-0.0481, -0.3386, 0.4668], [0.2214, 0.0160, -0.0161], [0.0672, -0.7783, -0.0015], [-0.1215, -0.2905, -0.0337], [-1.2840, 0.5812, 0.4602], [0.1168, -0.2927, -0.1346], [-0.0586, 0.0299, -0.0520], [-0.4712, 0.1186, 0.3871], [-0.6336, -0.3108, -0.0018], [-0.0319, 0.1205, 0.0006], [0.3653, 0.3155, -0.0930], [-0.0380, 0.0288, -0.0298], [-0.1041, 0.0419, 0.1401], [-0.0015, 0.1567, 0.0004], [-0.0504, -0.3407, -0.0055], [1.8838, -0.1791, 0.1655], [-0.1667, -0.0365, -0.0289]]
}